1.
Computed, not measured: the molecule C12H11Cl2N5 at a distorted geometry, with ωB97M-V/def2-TZVPD.

Geometry as XYZ:
```
30
C12H11Cl2N5 ωB97M-V/def2-TZVPD
N 1.4301 1.0774 3.3708
C 0.2574 1.4390 2.6492
N -0.6837 2.3583 2.8706
N -1.7932 2.2763 2.1232
C -1.4106 1.4741 1.1248
C -2.3776 1.0180 0.0226
C -3.6348 1.7386 -0.1331
C -2.5138 2.0244 -1.0762
C -0.0062 0.9589 1.3921
N 0.7579 0.0581 0.7251
N 0.5769 -0.0850 -0.4885
C 1.2879 -1.1470 -0.9793
C 1.5655 -0.9897 -2.3628
C 2.1974 -2.0219 -3.1336
C 2.5373 -3.1197 -2.4432
Cl 3.3790 -4.3840 -3.2490
C 2.2232 -3.3767 -1.1061
Cl 2.3823 -4.9819 -0.4060
C 1.6250 -2.3217 -0.3429
H 1.4035 1.1544 4.4143
H 1.8957 0.2582 3.0660
H -0.6135 2.8150 3.7828
H -2.3701 -0.0671 -0.2403
H -4.0595 2.6021 0.4444
H -4.4385 1.1678 -0.6435
H -2.0408 3.0094 -1.0445
H -2.4891 1.5569 -2.0343
H 1.3121 -0.0326 -2.8332
H 2.2187 -1.9547 -4.2401
H 1.3816 -2.5050 0.7706
```

As for the frontier orbital gap: 7.972 eV. As for the net charge: 0. The SMILES is Nc1[nH]nc(C2CC2)c1/N=N/c1ccc(Cl)c(Cl)c1.

Atom-resolved charges from Löwdin, all expressed in e: number 1, N, carries 0.129; number 2, C, carries -0.290; number 3, N, carries -0.002; number 4, N, carries 0.095; number 5, C, carries -0.138; number 6, C, carries -0.257; number 7, C, carries -0.154; number 8, C, carries -0.131; number 9, C, carries -0.162; number 10, N, carries 0.065; number 11, N, carries 0.067; number 12, C, carries -0.305; number 13, C, carries 0.008; number 14, C, carries -0.104; number 15, C, carries -0.733; number 16, Cl, carries 0.672; number 17, C, carries -0.647; number 18, Cl, carries 0.633; number 19, C, carries -0.039; number 20, H, carries 0.112; number 21, H, carries 0.065; number 22, H, carries 0.166; number 23, H, carries 0.151; number 24, H, carries 0.121; number 25, H, carries 0.108; number 26, H, carries 0.113; number 27, H, carries 0.086; number 28, H, carries 0.111; number 29, H, carries 0.124; number 30, H, carries 0.134

2.
Computed, not measured: C4H7O3Tm as an isolated structure at a distorted geometry, with ωB97M-V/def2-TZVPD.

Geometry as XYZ:
```
15
C4H7O3Tm ωB97M-V/def2-TZVPD
H 0.4146 4.4074 -0.5604
O 2.1977 0.9587 -0.4501
C 2.2249 -0.1325 0.0774
C 0.8861 -0.7362 0.5076
O 0.2604 -1.2425 -0.5161
C -1.1802 -1.1848 -0.5778
C -1.5785 -0.0725 0.3832
O -0.4382 0.7339 0.5439
Tm 0.4487 2.5046 -0.4588
H 3.1111 -0.7864 0.0543
H 0.8995 -1.2669 1.4718
H -1.5675 -2.1676 -0.2906
H -1.4427 -0.9609 -1.6185
H -1.7417 -0.4847 1.3924
H -2.4944 0.4303 0.0418
```

The spin multiplicity is 3. As for the frontier orbital gap (alpha / beta): 8.067 / 8.006 eV. As for the net charge: +2. As for the expectation value of S²: 2.002.

Atom-resolved charges from Löwdin, all expressed in e: number 1, H, carries -0.186; number 2, O, carries -0.031; number 3, C, carries -0.012; number 4, C, carries -0.013; number 5, O, carries 0.006; number 6, C, carries -0.043; number 7, C, carries -0.193; number 8, O, carries -0.352; number 9, Tm, carries 1.813; number 10, H, carries 0.191; number 11, H, carries 0.195; number 12, H, carries 0.162; number 13, H, carries 0.154; number 14, H, carries 0.151; number 15, H, carries 0.159

3.
Computed, not measured: C44H60ClN6O4S3ScSi2 as an isolated structure, with ωB97M-V/def2-TZVPD.

Geometry as XYZ:
```
121
C44H60ClN6O4S3ScSi2 ωB97M-V/def2-TZVPD
Sc -0.8821 -0.2429 0.0599
N -1.1802 4.1150 2.0274
C -1.0904 2.7422 1.9333
S 0.4218 2.0639 1.6075
N -2.2431 2.1475 2.2048
N -2.3950 0.8711 1.9039
C -3.4941 0.3244 2.3487
C -4.4759 1.0931 3.1639
C -5.1219 2.1997 2.6118
C -6.0334 2.9274 3.3584
C -6.3094 2.5693 4.6726
C -5.6654 1.4779 5.2335
C -4.7541 0.7467 4.4827
C -3.7629 -1.0589 1.9961
C -4.9331 -1.7197 2.4127
C -5.1303 -3.0393 2.0637
C -4.1686 -3.6904 1.3020
C -3.0592 -2.9613 0.9076
N -2.8640 -1.6909 1.2279
H -0.4395 4.6049 1.5542
H -2.1110 4.4724 1.8674
H -4.8962 2.4761 1.5906
H -6.5281 3.7854 2.9183
H -7.0220 3.1393 5.2575
H -5.8648 1.2001 6.2621
H -4.2381 -0.0967 4.9270
H -5.6719 -1.1872 2.9927
H -6.0274 -3.5578 2.3813
H -4.2815 -4.7263 1.0118
H -2.2809 -3.4138 0.3010
C -4.4890 -0.8566 -1.7436
C -3.3237 -1.6687 -2.2303
C -3.4719 -2.5287 -3.3075
C -2.3707 -3.2917 -3.7083
C -1.1952 -3.2116 -3.0138
C -1.1041 -2.3411 -1.8890
N -2.1711 -1.5577 -1.5603
N -0.0609 -2.2101 -1.0783
Si 1.4626 -2.9694 -1.2040
C 2.6643 -2.2357 0.0552
C 1.3496 -4.8424 -0.8518
C 2.3268 -2.8153 -2.8941
H -4.8417 -1.2452 -0.7838
H -5.3109 -0.8883 -2.4603
H -4.1735 0.1723 -1.5855
H -4.4191 -2.5972 -3.8254
H -2.4577 -3.9530 -4.5645
H -0.3280 -3.7947 -3.2966
H 2.6082 -2.7536 1.0147
H 2.4206 -1.1861 0.2249
H 3.6944 -2.2944 -0.3085
H 0.9042 -5.0068 0.1334
H 2.3432 -5.2994 -0.8553
H 0.7349 -5.3631 -1.5917
H 2.2536 -1.7749 -3.2242
H 1.8838 -3.4494 -3.6676
H 3.3853 -3.0751 -2.8120
C 1.9743 -3.6879 8.6134
C 2.7379 -4.9758 8.4351
O 3.2214 -5.5806 9.3617
S 2.9335 -5.6614 6.8021
C 2.1681 -4.5252 5.6645
C 0.8605 -4.7422 5.2404
C 0.2868 -3.8976 4.3093
C 1.0056 -2.8232 3.7586
C 2.3249 -2.6250 4.2016
C 2.9014 -3.4669 5.1328
C 0.4322 -1.9888 2.7680
C -0.0342 -1.2990 1.8731
H 2.6089 -2.9779 9.1445
H 1.1068 -3.8932 9.2422
H 1.6474 -3.2549 7.6757
H 0.3018 -5.5770 5.6455
H -0.7322 -4.0605 3.9824
H 2.8898 -1.7993 3.7889
H 3.9214 -3.3097 5.4615
Cl -2.2370 1.5864 -0.9799
C 5.5087 2.8285 -3.1191
C 4.6199 1.6229 -2.7953
C 4.6280 1.3863 -1.2833
C 5.1345 0.3711 -3.5073
O 3.3342 1.9006 -3.3403
Si 1.8922 2.2815 -2.6141
S 1.1341 0.6385 -1.6278
O 0.9754 2.8604 -3.8617
C 0.6058 2.2987 -5.1129
C -0.7140 2.9646 -5.5025
C 0.4182 0.7834 -5.0490
C 1.6940 2.6485 -6.1353
O 2.2432 3.6197 -1.7166
C 1.4716 4.7559 -1.3552
C 0.0182 4.3814 -1.0835
C 1.5594 5.7889 -2.4852
C 2.1118 5.3009 -0.0795
H 6.5303 2.6628 -2.7679
H 5.0933 3.7089 -2.6257
H 5.5234 3.0060 -4.1970
H 5.6498 1.2038 -0.9413
H 4.0022 0.5320 -1.0313
H 4.2237 2.2571 -0.7652
H 6.1488 0.1289 -3.1803
H 5.1358 0.5287 -4.5884
H 4.4735 -0.4657 -3.2748
H -1.4792 2.7153 -4.7656
H -1.0401 2.6244 -6.4883
H -0.5900 4.0497 -5.5235
H -0.2905 0.5245 -4.2623
H 1.3671 0.3001 -4.8097
H 0.0521 0.4065 -6.0074
H 1.7724 3.7337 -6.2370
H 1.4663 2.2130 -7.1115
H 2.6477 2.2640 -5.7736
H -0.4524 4.0056 -1.9920
H -0.5441 5.2468 -0.7226
H -0.0296 3.5839 -0.3410
H 1.1381 5.3489 -3.3885
H 2.6053 6.0424 -2.6769
H 1.0098 6.6990 -2.2303
H 2.1053 4.5149 0.6792
H 1.5656 6.1750 0.2855
H 3.1497 5.5848 -0.2696
```

As for the frontier orbital gap: 6.074 eV. As for the net charge: -2.

Results of the Löwdin charge analysis, in e, for atoms 1 through 99: number 1, Sc, carries 0.500; number 2, N, carries 0.061; number 3, C, carries -0.929; number 4, S, carries 0.597; number 5, N, carries -0.042; number 6, N, carries -0.014; number 7, C, carries -0.205; number 8, C, carries -0.185; number 9, C, carries -0.028; number 10, C, carries -0.094; number 11, C, carries -0.119; number 12, C, carries -0.104; number 13, C, carries -0.048; number 14, C, carries -0.207; number 15, C, carries -0.021; number 16, C, carries -0.087; number 17, C, carries -0.072; number 18, C, carries -0.133; number 19, N, carries 0.089; number 20, H, carries 0.042; number 21, H, carries 0.085; number 22, H, carries 0.115; number 23, H, carries 0.093; number 24, H, carries 0.087; number 25, H, carries 0.091; number 26, H, carries 0.118; number 27, H, carries 0.101; number 28, H, carries 0.096; number 29, H, carries 0.093; number 30, H, carries 0.111; number 31, C, carries -0.052; number 32, C, carries -0.343; number 33, C, carries -0.080; number 34, C, carries -0.102; number 35, C, carries -0.037; number 36, C, carries -0.468; number 37, N, carries 0.042; number 38, N, carries -0.118; number 39, Si, carries 0.370; number 40, C, carries -0.180; number 41, C, carries -0.182; number 42, C, carries -0.182; number 43, H, carries 0.069; number 44, H, carries 0.068; number 45, H, carries -0.010; number 46, H, carries 0.085; number 47, H, carries 0.093; number 48, H, carries 0.076; number 49, H, carries 0.009; number 50, H, carries -0.013; number 51, H, carries 0.022; number 52, H, carries 0.016; number 53, H, carries 0.016; number 54, H, carries 0.007; number 55, H, carries -0.003; number 56, H, carries 0.008; number 57, H, carries 0.017; number 58, C, carries -0.045; number 59, C, carries -0.761; number 60, O, carries -0.034; number 61, S, carries 1.008; number 62, C, carries -0.587; number 63, C, carries -0.115; number 64, C, carries -0.029; number 65, C, carries -0.253; number 66, C, carries -0.026; number 67, C, carries -0.112; number 68, C, carries -0.151; number 69, C, carries -0.092; number 70, H, carries 0.087; number 71, H, carries 0.088; number 72, H, carries 0.058; number 73, H, carries 0.099; number 74, H, carries 0.112; number 75, H, carries 0.120; number 76, H, carries 0.102; number 77, Cl, carries 0.014; number 78, C, carries -0.037; number 79, C, carries -0.651; number 80, C, carries -0.046; number 81, C, carries -0.031; number 82, O, carries -0.161; number 83, Si, carries -0.128; number 84, S, carries 0.358; number 85, O, carries -0.152; number 86, C, carries -0.650; number 87, C, carries -0.036; number 88, C, carries -0.053; number 89, C, carries -0.034; number 90, O, carries -0.146; number 91, C, carries -0.644; number 92, C, carries -0.076; number 93, C, carries -0.031; number 94, C, carries -0.042; number 95, H, carries 0.075; number 96, H, carries 0.080; number 97, H, carries 0.079; number 98, H, carries 0.083; number 99, H, carries 0.051

4.
Computed, not measured: C2H16ClMgO6 as an isolated structure at a distorted geometry, with ωB97M-V/def2-TZVPD.

Geometry as XYZ:
```
26
C2H16ClMgO6 ωB97M-V/def2-TZVPD
Mg -18.1112 -5.9825 18.3798
Cl -17.9466 -4.4501 17.4223
O -16.4087 -4.1630 15.1512
H -16.8354 -3.9898 15.9904
H -16.3088 -5.1146 15.1246
O -16.9086 -2.5585 18.7608
H -17.4011 -3.2133 18.2660
H -16.5505 -3.0403 19.5063
O -18.8865 -2.4383 15.8005
H -18.3410 -3.1084 16.2123
H -19.1448 -1.8631 16.5207
O -19.9777 -2.5635 17.8541
H -19.8707 -2.4694 18.8006
H -19.2735 -3.1559 17.5907
O -19.7735 -5.3447 15.5989
H -19.2195 -4.8816 16.2273
H -20.2763 -4.6539 15.1674
C -15.0590 -4.3428 18.0047
C -13.9640 -3.6239 17.2884
O -13.6252 -2.4544 17.9269
H -16.0750 -3.9811 17.8465
H -14.9885 -4.3687 19.0921
H -15.0290 -5.3934 17.7158
H -14.2915 -3.3911 16.2752
H -13.0462 -4.2109 17.2547
H -14.2920 -1.7857 17.7543
```

As for the frontier orbital gap: 4.541 eV. As for the net charge: +1.

Atom-resolved charges from Löwdin, all expressed in e: number 1, Mg, carries 1.158; number 2, Cl, carries 0.636; number 3, O, carries -0.037; number 4, H, carries -0.104; number 5, H, carries 0.054; number 6, O, carries -0.090; number 7, H, carries -0.206; number 8, H, carries 0.049; number 9, O, carries -0.057; number 10, H, carries -0.113; number 11, H, carries 0.038; number 12, O, carries -0.061; number 13, H, carries 0.069; number 14, H, carries -0.112; number 15, O, carries -0.073; number 16, H, carries -0.162; number 17, H, carries 0.063; number 18, C, carries -0.153; number 19, C, carries -0.312; number 20, O, carries -0.032; number 21, H, carries -0.071; number 22, H, carries 0.093; number 23, H, carries 0.078; number 24, H, carries 0.116; number 25, H, carries 0.130; number 26, H, carries 0.096

How do the records compare in DFT total energy? In the order shown, they have -1657.91899 -1466.74160 -5337.09175 -1196.98475 Ha.
How do the records compare in ΔE to the lowest compared entry with this formula, charge and spin? In the order shown, they have 23.65 0.00 15.42 184.71 kcal per mole.